Record 1
C49H38Br2NO7 | the ωB97M-V functional and the def2-TZVPD basis

Atoms and positions in Å:
C  -2.494  -1.899  1.876
O  -3.075  -2.348  0.639
C  -2.669  -1.535  -0.469
C  -2.060  -2.434  -1.618
C  -1.871  -1.706  -3.005
N  -0.897  -0.552  -3.006
C  0.247  -0.671  -2.073
Br  0.442  0.756  -0.704
C  1.219  -1.662  -2.086
C  1.194  -2.816  -3.151
Br  2.685  -1.577  -0.757
H  -3.119  -1.066  2.314
H  -2.560  -2.771  2.602
H  -1.404  -1.620  1.819
H  -1.892  -0.813  -0.084
H  -3.523  -0.909  -0.883
H  -2.813  -3.268  -1.803
H  -1.130  -2.975  -1.253
H  -2.890  -1.386  -3.389
H  -1.497  -2.464  -3.759
H  -1.433  0.294  -2.753
H  -0.496  -0.444  -3.958
H  2.242  -3.224  -3.253
H  0.730  -2.529  -4.134
H  0.572  -3.663  -2.721
C  -3.462  -0.422  -12.114
C  -2.967  0.757  -12.665
C  -2.388  1.719  -11.847
C  -2.312  1.510  -10.472
C  -2.830  0.337  -9.916
C  -3.395  -0.633  -10.743
C  -2.801  0.123  -8.452
O  -3.248  -0.900  -7.963
C  -2.226  1.179  -7.585
C  -2.243  1.017  -6.202
C  -1.694  1.993  -5.380
C  -1.117  3.132  -5.936
C  -1.103  3.300  -7.314
C  -1.666  2.327  -8.141
C  -1.677  2.533  -9.610
O  -1.177  3.529  -10.096
H  -3.905  -1.176  -12.755
H  -3.031  0.926  -13.734
H  -2.000  2.633  -12.282
H  -3.787  -1.550  -10.319
H  -2.690  0.130  -5.763
H  -1.715  1.867  -4.302
H  -0.682  3.890  -5.294
H  -0.657  4.190  -7.744
C  1.960  4.417  2.028
C  1.799  3.186  1.398
C  2.824  2.248  1.429
C  4.019  2.544  2.079
C  4.190  3.785  2.689
C  3.153  4.718  2.672
C  5.476  4.130  3.343
O  5.624  5.212  3.879
C  6.576  3.139  3.324
C  7.809  3.469  3.884
C  8.844  2.541  3.883
C  8.648  1.278  3.331
C  7.423  0.946  2.768
C  6.387  1.879  2.754
C  5.097  1.528  2.119
O  4.923  0.423  1.631
H  1.157  5.145  2.012
H  0.869  2.957  0.883
H  2.692  1.289  0.941
H  3.277  5.679  3.157
H  7.967  4.450  4.318
H  9.803  2.802  4.314
H  9.454  0.552  3.338
H  7.278  -0.037  2.336
C  -2.970  -5.736  6.489
C  -3.317  -5.871  7.831
C  -3.118  -4.814  8.711
C  -2.560  -3.622  8.253
C  -2.190  -3.496  6.914
C  -2.407  -4.553  6.030
C  -1.551  -2.252  6.424
O  -1.231  -2.139  5.252
C  -1.299  -1.151  7.383
C  -0.646  0.003  6.951
C  -0.417  1.046  7.839
C  -0.847  0.945  9.160
C  -1.492  -0.205  9.596
C  -1.711  -1.259  8.711
C  -2.369  -2.495  9.196
O  -2.741  -2.586  10.351
H  -3.134  -6.558  5.802
H  -3.744  -6.799  8.191
H  -3.394  -4.922  9.753
H  -2.134  -4.455  4.986
H  -0.312  0.089  5.923
H  0.095  1.940  7.502
H  -0.674  1.762  9.851
H  -1.820  -0.281  10.626

The value obtained for the LUMO energy is -3.2 eV. Its total charge is +1. As for the gap between HOMO and LUMO: 7.919 eV.



Record 2
C49H38BrN2O6P2RbSi | the ωB97M-V functional and the def2-TZVPD basis

Atoms and positions in Å:
Rb  -1.709  -0.322  -0.601
C  0.428  -2.953  -0.361
Si  1.247  -1.360  0.351
C  3.013  -1.513  -0.405
C  4.179  -2.077  0.115
C  5.378  -2.069  -0.592
C  5.432  -1.506  -1.857
C  4.291  -0.916  -2.395
C  3.104  -0.892  -1.670
P  1.578  0.021  -2.222
C  1.889  1.671  -1.466
C  0.804  2.429  -1.027
C  0.986  3.698  -0.497
C  2.261  4.239  -0.407
C  3.350  3.497  -0.840
C  3.166  2.221  -1.355
C  2.074  0.379  -3.983
C  1.978  -0.697  -4.871
C  2.234  -0.543  -6.223
C  2.569  0.708  -6.731
C  2.642  1.791  -5.870
C  2.401  1.627  -4.509
C  1.352  -1.838  2.219
C  1.946  -3.024  2.668
C  1.994  -3.367  4.010
C  1.426  -2.519  4.954
C  0.809  -1.351  4.539
C  0.759  -1.011  3.186
P  -0.020  0.578  2.635
C  1.396  1.634  3.211
C  2.394  1.876  2.266
C  3.555  2.554  2.610
C  3.734  3.024  3.903
C  2.746  2.797  4.852
C  1.595  2.101  4.511
C  -1.273  0.931  3.933
C  -2.001  -0.075  4.567
C  -3.055  0.239  5.412
C  -3.416  1.560  5.631
C  -2.716  2.572  4.987
C  -1.661  2.257  4.145
H  0.969  -3.863  -0.080
H  0.381  -2.920  -1.455
H  -0.595  -3.045  0.021
H  4.156  -2.532  1.100
H  6.268  -2.511  -0.156
H  6.359  -1.504  -2.420
H  4.345  -0.454  -3.374
H  -0.202  2.030  -1.089
H  0.126  4.259  -0.153
H  2.406  5.226  0.016
H  4.351  3.906  -0.763
H  4.023  1.642  -1.678
H  1.686  -1.670  -4.490
H  2.155  -1.396  -6.886
H  2.759  0.836  -7.790
H  2.891  2.774  -6.254
H  2.468  2.487  -3.853
H  2.368  -3.709  1.938
H  2.462  -4.295  4.321
H  1.456  -2.771  6.009
H  0.357  -0.697  5.277
H  2.260  1.508  1.253
H  4.317  2.718  1.858
H  4.639  3.558  4.172
H  2.878  3.151  5.869
H  0.846  1.913  5.270
H  -1.757  -1.109  4.363
H  -3.617  -0.561  5.878
H  -4.250  1.800  6.281
H  -3.000  3.609  5.129
H  -1.137  3.055  3.631
O  -5.254  -5.915  0.612
C  -4.700  -4.740  0.164
C  -4.527  -4.493  -1.188
C  -3.947  -3.292  -1.570
N  -3.576  -2.377  -0.679
C  -3.754  -2.619  0.624
C  -4.311  -3.796  1.100
C  -3.250  -1.484  1.518
O  -4.034  -0.543  1.723
O  -2.036  -1.575  1.839
C  -3.714  -2.987  -3.069
O  -4.275  -3.765  -3.863
O  -3.004  -1.985  -3.320
H  -5.439  -6.457  -0.162
H  -4.822  -5.195  -1.959
H  -4.429  -3.979  2.160
O  -5.706  2.887  -5.182
C  -4.801  2.522  -4.232
C  -4.277  1.242  -4.154
C  -3.366  0.964  -3.153
N  -2.967  1.873  -2.251
C  -3.487  3.074  -2.357
Br  -2.920  4.355  -1.062
C  -4.401  3.480  -3.312
H  -5.899  2.117  -5.727
H  -4.563  0.452  -4.839
H  -2.976  -0.051  -3.086
H  -4.792  4.486  -3.341

The value obtained for the LUMO energy is 3.6 eV. Its total charge is -2. As for the gap between HOMO and LUMO: 4.385 eV.



Number 1: HOMO -0.4097 Ha, strongest force on any atom 3.5 eV/A. Number 2: HOMO -0.0280 Ha, strongest force on any atom 0.6 eV/A.